A structure of composition C6H14O. Source: the Open Molecules 2025 dataset; level of theory: the ωB97M-V functional and the def2-TZVPD basis.

Each line ends with the Löwdin charge.
Cartesian coordinates (Å):
C -0.3394 0.7569 0.9940  -0.147
C -0.2559 -0.4914 1.8486  -0.281
C 0.8487 -1.4287 1.3429  -0.226
C 0.6843 -1.6707 -0.1577  -0.239
C 0.7769 -0.4487 -1.0037  0.117
O -1.1660 0.6002 -1.4475  -0.266
C -0.9926 1.9141 -1.9144  -0.200
H -1.1910 1.3905 1.2905  0.073
H -0.8204 0.6008 -0.3313  0.002
H 0.5718 1.3644 1.0688  0.063
H -0.0619 -0.2558 2.9089  0.104
H -1.2178 -1.0276 1.8270  0.110
H 1.8336 -0.9710 1.5273  0.113
H 0.8366 -2.3874 1.8803  0.108
H -0.2629 -2.1858 -0.3732  0.130
H 1.4778 -2.3562 -0.5173  0.131
H 1.5069 0.3108 -0.7324  0.092
H 0.6175 -0.5758 -2.0686  0.085
H -0.1967 2.4465 -1.3561  0.077
H -1.9206 2.5020 -1.8039  0.079
H -0.7289 1.9130 -2.9822  0.073

Calculated values
Kohn-Sham gap (alpha / beta)	7.2112 / 7.2118	eV
energy above the lowest of the compared OMol25 structures with the same formula, charge and spin	503.3	kJ/mol

A cluster of 2 separate species, C3H7INOS in total. Source: the Open Molecules 2025 dataset; level of theory: the ωB97M-V functional and the def2-TZVPD basis.

Each line ends with the Löwdin charge.
Cartesian coordinates (Å):
C 2.8778 1.0052 -0.2794  -0.561
C -2.2706 -0.6530 0.3384  -0.540
C -0.8412 -0.4824 -0.0873  -0.293
N -0.1569 0.5672 -0.0039  0.063
O 3.5426 2.0853 -0.4760  0.064
S -3.0837 -2.0878 -0.4402  0.724
I 3.9245 -0.7007 0.1362  1.148
H -2.8616 0.2246 0.0681  0.078
H -2.3115 -0.7787 1.4235  0.086
H -0.3485 -1.3643 -0.4829  0.099
H 1.7738 0.9322 -0.2961  0.021
H -0.6549 1.3760 0.3684  0.077
H 3.0210 2.8878 -0.6699  0.173
H -2.6106 -3.0114 0.4010  -0.139

Calculated values
net charge	+1
Kohn-Sham gap	6.1400	eV
energy above the lowest of the compared OMol25 structures with the same formula, charge and spin	47.6	kJ/mol